{"formula": "C5H12NO", "method": "wB97M-V/def2-TZVPD", "multiplicity": 1, "e_tot_ev": -8909.2984, "relative_energy_ev": 1.331, "lumo_energy_ev": -5.11, "total_charge": 1, "fmax_ev_per_a": 1.664, "elements": ["C", "C", "C", "C", "C", "N", "H", "H", "H", "H", "H", "H", "H", "H", "H", "H", "H", "H", "O"], "xyz": [[-1.136, 1.180, -0.233], [-1.264, -0.292, 0.117], [-0.449, -1.223, -0.721], [-0.869, -2.206, -1.519], [1.767, -0.310, -0.056], [0.987, -1.199, -0.536], [-0.957, 1.379, -1.289], [-1.943, 1.793, 0.161], [-0.278, 1.662, 0.254], [-1.107, -0.482, 1.181], [-2.292, -0.602, -0.090], [-1.920, -2.409, -1.649], [-0.117, -2.802, -2.015], [2.798, -0.505, 0.214], [1.481, 0.734, 0.046], [1.475, -2.033, -0.845], [1.772, 2.033, 2.776], [0.814, 3.061, 2.200], [1.237, 2.221, 2.001]], "atomic_forces_ev_per_a": [[1.2, 1.1, 0.5], [-0.8, -0.1, -0.5], [0.2, -0.3, 0.0], [0.4, 0.7, 0.5], [-0.1, 1.3, 0.0], [0.8, 0.0, -0.1], [-0.5, -0.2, -0.2], [-0.4, -0.3, -0.3], [0.0, -0.4, 0.1], [0.2, 0.0, 0.0], [0.0, 0.0, 0.1], [0.0, 0.0, -0.2], [-0.3, -0.3, -0.2], [0.0, -0.5, -0.5], [-0.6, -0.3, 0.6], [-0.2, -0.5, 0.3], [0.1, 0.0, 0.1], [0.0, 0.1, 0.0], [0.0, -0.2, -0.1]]}

{"formula": "C5H10N2O", "method": "wB97M-V/def2-TZVPD", "multiplicity": 1, "e_tot_ev": -10366.1902, "relative_energy_ev": 9.115, "lumo_energy_ev": 0.86, "total_charge": 0, "fmax_ev_per_a": 6.473, "elements": ["C", "C", "C", "C", "C", "H", "H", "H", "H", "H", "H", "H", "H", "H", "H", "N", "N", "O"], "xyz": [[0.181, 1.046, 0.278], [-0.915, 0.951, -0.779], [0.117, -0.898, -0.914], [0.816, -1.815, 0.067], [0.037, -0.492, 0.533], [1.686, 2.427, 0.115], [2.086, 1.004, 0.721], [-0.076, 1.290, 1.304], [-0.293, 1.671, -1.490], [-2.011, 1.428, -0.723], [0.828, -0.079, -1.476], [0.216, -2.576, 0.304], [1.934, -1.915, 0.335], [-2.214, -0.443, 0.543], [-1.456, -1.895, 1.492], [1.549, 1.329, -0.070], [-1.300, -0.619, 1.203], [-1.186, -0.414, -1.442]], "atomic_forces_ev_per_a": [[-0.8, -4.3, 3.8], [-2.0, 4.4, -4.3], [1.9, 3.2, -2.1], [1.2, 4.0, 0.4], [-0.1, -1.4, -0.6], [-0.4, -2.8, -1.0], [0.2, -0.5, 0.1], [-0.6, 1.6, -0.2], [-1.9, -1.6, -0.1], [2.7, -0.9, 0.5], [-0.9, -3.0, 1.3], [-1.8, -3.2, 1.4], [-1.8, 0.1, -1.5], [3.3, -0.7, 1.6], [0.5, 5.2, -1.2], [0.5, 4.7, 0.3], [-2.0, -5.3, -0.1], [1.9, 0.7, 1.7]]}

{"formula": "C13H30BrN2O3Si", "method": "wB97M-V/def2-TZVPD", "multiplicity": 1, "e_tot_ev": -100999.4240, "lumo_energy_ev": -8.26, "total_charge": 1, "fmax_ev_per_a": 10.976, "elements": ["C", "C", "O", "C", "C", "O", "Si", "N", "Br", "H", "H", "H", "H", "H", "H", "H", "H", "H", "H", "H", "H", "C", "C", "C", "C", "C", "C", "N", "O", "C", "C", "C", "H", "H", "H", "H", "H", "H", "H", "H", "H", "H", "H", "H", "H", "H", "H", "H", "H", "H"], "xyz": [[0.724, 2.892, -1.483], [0.846, 2.924, 0.159], [1.657, 4.068, 0.664], [3.055, 3.866, 0.180], [4.197, 4.371, 1.243], [3.976, 3.960, 2.639], [3.929, 2.214, 2.826], [5.209, 1.332, 1.876], [3.905, 1.551, 5.029], [0.626, 3.998, -1.857], [-0.169, 2.205, -1.800], [1.693, 2.430, -1.997], [1.253, 1.875, 0.531], [-0.263, 3.014, 0.584], [3.235, 2.765, -0.237], [3.151, 4.571, -0.780], [5.261, 4.106, 0.815], [4.145, 5.564, 1.240], [2.638, 1.767, 2.243], [4.779, 0.424, 1.566], [5.501, 1.914, 1.037], [-4.014, -1.310, -0.777], [-2.627, -1.450, -1.468], [-2.470, -2.863, -2.093], [-2.190, -3.967, -1.077], [-1.022, -3.592, -0.167], [-1.210, -2.212, 0.513], [-1.553, -1.128, -0.466], [-0.383, -0.813, -1.181], [-2.315, -2.328, 1.600], [0.074, -1.885, 1.341], [-2.692, -0.427, -2.651], [-3.970, -0.638, 0.089], [-4.769, -0.875, -1.445], [-4.421, -2.270, -0.450], [-1.645, -2.857, -2.818], [-3.370, -3.124, -2.660], [-3.087, -4.174, -0.483], [-1.955, -4.895, -1.606], [-0.897, -4.376, 0.590], [-0.101, -3.598, -0.765], [-2.516, -1.356, 2.063], [-2.004, -3.012, 2.402], [-3.256, -2.730, 1.229], [0.983, -1.875, 0.728], [0.241, -2.636, 2.122], [-0.015, -0.911, 1.837], [-2.797, 0.601, -2.286], [-3.555, -0.637, -3.298], [-1.812, -0.475, -3.302]], "atomic_forces_ev_per_a": [[0.9, 0.0, 0.2], [-1.1, -0.4, -0.5], [0.9, -2.9, -1.3], [0.3, 0.7, -1.3], [-0.7, 1.6, -0.8], [0.8, -2.6, -1.4], [0.6, 0.9, -0.7], [-1.4, 1.1, -0.3], [0.1, 0.6, -1.4], [-0.1, -2.2, 0.6], [1.5, 1.5, 0.6], [-2.0, 1.0, 1.2], [-0.5, 2.2, -0.6], [2.5, 0.2, -0.7], [-0.4, 2.1, 1.3], [0.1, -1.5, 2.0], [-2.0, 0.3, 0.9], [0.1, -2.7, 0.2], [0.0, 0.0, 0.4], [0.8, 1.3, 0.2], [-0.4, -1.3, 1.3], [-0.3, -0.1, 0.6], [-3.2, 2.3, -0.9], [1.2, -1.1, 0.3], [-0.2, 0.4, 0.3], [-0.2, -0.5, -1.5], [0.2, 0.3, 4.2], [8.0, -2.9, -7.0], [-6.4, -0.3, 4.4], [-0.5, 0.1, -0.1], [0.3, 0.3, -0.8], [0.9, 0.0, 0.0], [0.0, -0.2, -0.2], [0.5, -0.1, 0.0], [0.1, 0.1, 0.1], [0.0, 0.3, 0.1], [0.0, 0.6, 0.2], [0.1, 0.0, 0.0], [0.0, 0.1, 0.0], [0.0, 0.6, 0.2], [0.0, 0.3, 0.1], [0.1, -0.2, -0.1], [0.2, 0.3, -0.4], [0.0, 0.1, -0.1], [-0.3, 0.1, 0.0], [-0.4, 0.1, -0.3], [-0.1, -0.1, -0.1], [0.0, -0.2, 0.0], [0.2, -0.2, 0.5], [-0.1, 0.0, 0.3]]}

{"formula": "C7H27NO5", "method": "wB97M-V/def2-TZVPD", "multiplicity": 1, "e_tot_ev": -19424.0040, "relative_energy_ev": 1.526, "smiles": "CCNCCC(C)C.O.O.O.O.O", "lumo_energy_ev": 0.57, "total_charge": 0, "fmax_ev_per_a": 3.032, "elements": ["C", "C", "N", "C", "C", "C", "C", "C", "H", "H", "H", "H", "H", "H", "H", "H", "H", "H", "H", "H", "H", "H", "H", "H", "H", "O", "H", "H", "O", "H", "H", "O", "H", "H", "O", "H", "H", "O", "H", "H"], "xyz": [[2.534, -0.314, -2.441], [2.418, -1.124, -1.179], [1.139, -0.877, -0.494], [0.170, -1.943, -0.508], [-1.098, -1.728, 0.388], [-1.859, -0.486, -0.131], [-2.613, -0.914, -1.460], [-2.971, -0.131, 0.874], [1.707, -0.363, -3.149], [2.775, 0.738, -2.250], [3.394, -0.555, -3.082], [2.391, -2.194, -1.380], [3.204, -0.831, -0.484], [0.719, -0.006, -0.692], [0.744, -2.766, -0.066], [-0.316, -2.173, -1.468], [-1.743, -2.586, 0.251], [-0.746, -1.555, 1.384], [-1.239, 0.385, -0.315], [-3.618, -0.631, -1.314], [-2.550, -2.000, -1.526], [-2.189, -0.511, -2.377], [-3.382, -1.039, 1.304], [-3.756, 0.475, 0.408], [-2.712, 0.557, 1.685], [1.270, 1.447, 3.438], [1.005, 0.840, 4.142], [1.826, 0.821, 2.948], [1.527, -1.355, 2.744], [1.234, -2.210, 3.059], [0.985, -1.321, 1.935], [-0.961, 2.260, 2.174], [-0.057, 2.076, 2.458], [-1.406, 2.907, 2.721], [0.859, 2.479, -0.505], [0.030, 2.479, -0.003], [1.286, 1.716, -0.103], [-0.579, 1.449, -3.596], [-1.429, 1.282, -4.016], [-0.650, 2.385, -3.390]], "atomic_forces_ev_per_a": [[1.1, 0.7, -1.4], [-1.3, 0.3, 0.1], [-0.2, -0.2, 1.0], [-0.9, -0.6, 0.9], [1.8, 1.8, -1.6], [-1.7, -0.9, -0.2], [1.8, -0.2, 0.8], [0.0, 1.1, 0.2], [-0.4, 0.0, 0.5], [-0.6, 0.0, 0.3], [0.1, -0.6, 0.4], [0.6, 0.0, 0.0], [0.3, -0.4, -0.1], [-0.3, 0.9, -0.7], [-0.5, -0.6, -0.6], [0.9, -0.3, -0.4], [-0.1, -0.3, 0.5], [-0.4, -0.2, 0.9], [0.3, 0.0, 0.1], [-1.2, 0.3, -0.4], [-0.3, 0.0, -0.2], [0.0, 0.2, 0.1], [-0.3, -0.1, 0.0], [-0.2, -0.5, -0.3], [0.7, -0.5, 0.1], [0.6, -0.7, 0.1], [-0.3, 0.3, 0.1], [0.0, 0.3, -0.2], [-0.6, -0.2, -0.5], [0.3, -0.3, 0.6], [0.6, 0.6, -0.2], [-0.7, -0.2, -1.2], [0.1, 0.2, 0.8], [0.4, 0.1, 0.3], [-0.4, -0.3, 0.3], [-0.1, 0.4, 0.0], [0.4, 0.1, -0.1], [-0.3, 0.1, -0.1], [0.0, -0.3, -0.1], [0.3, 0.1, 0.2]]}

{"formula": "C2H5IN2O2", "method": "wB97M-V/def2-TZVPD", "multiplicity": 1, "e_tot_ev": -17325.6029, "relative_energy_ev": 2.734, "smiles": "C/C=N\\O.O=NI", "lumo_energy_ev": [-0.54, -0.53], "total_charge": 0, "fmax_ev_per_a": 4.842, "elements": ["C", "C", "N", "O", "H", "H", "H", "H", "H", "O", "N", "I"], "xyz": [[-1.105, 1.124, 0.093], [-0.797, -0.148, 0.673], [-0.440, -1.219, 0.135], [-0.094, -1.387, -1.216], [-0.468, 1.933, 0.436], [-2.157, 1.459, 0.457], [-1.241, 1.185, -0.907], [-0.902, -0.378, 1.816], [-0.170, -0.664, -1.966], [2.486, -1.890, 0.143], [2.234, -0.934, 0.669], [2.654, 0.920, -0.333]], "atomic_forces_ev_per_a": [[-2.5, 2.6, 3.2], [-0.1, -1.3, 2.4], [0.8, -1.4, -1.1], [-0.3, 1.1, -1.6], [0.3, 0.0, 0.0], [1.5, -0.6, -0.2], [0.2, -0.2, -3.4], [0.0, 1.0, -2.1], [-0.2, -1.0, 2.8], [0.6, -1.6, -1.2], [-0.8, 0.0, 2.2], [0.4, 1.5, -1.0]]}

{"formula": "C4H10N2O", "method": "wB97M-V/def2-TZVPD", "multiplicity": 2, "e_tot_ev": -9336.3327, "relative_energy_ev": 0.509, "lumo_energy_ev": [4.05, 3.88], "total_charge": -1, "s_squared": 0.75, "fmax_ev_per_a": 2.580, "elements": ["O", "C", "N", "C", "N", "C", "C", "H", "H", "H", "H", "H", "H", "H", "H", "H", "H"], "xyz": [[1.327, 0.122, 2.146], [0.870, -0.047, 1.024], [0.534, 0.980, 0.190], [-0.461, 1.246, -0.786], [0.094, 1.724, -2.047], [0.577, -1.427, 0.451], [-0.775, -2.004, 0.993], [0.983, 1.867, 0.430], [-1.203, 2.027, -0.476], [-1.098, 0.364, -0.904], [0.839, 2.375, -1.847], [-0.613, 2.169, -2.628], [0.643, -1.360, -0.631], [1.451, -1.932, 0.892], [-0.645, -2.036, 2.070], [-0.988, -2.828, 0.315], [-1.533, -1.240, 0.807]], "atomic_forces_ev_per_a": [[0.6, 0.0, -0.2], [-1.9, -0.1, -0.9], [1.4, 1.9, 0.6], [-1.7, -0.1, -0.8], [0.6, -1.3, -0.3], [0.4, 0.6, 1.3], [1.3, 1.8, -1.3], [-0.1, -0.3, 0.6], [0.5, -0.3, 0.7], [0.3, 0.0, -0.4], [0.0, 0.4, -0.1], [-0.1, 0.2, 0.3], [-0.1, -0.3, -0.1], [-0.4, -0.7, -0.5], [-0.4, -1.1, 0.0], [-0.3, -0.7, 1.0], [-0.1, -0.1, 0.0]]}

{"formula": "C4H13NO", "method": "wB97M-V/def2-TZVPD", "multiplicity": 1, "e_tot_ev": -7895.9351, "relative_energy_ev": 0.726, "smiles": "CCOCC.N", "lumo_energy_ev": 0.83, "total_charge": 0, "fmax_ev_per_a": 1.139, "elements": ["C", "C", "O", "C", "C", "H", "H", "H", "H", "H", "H", "H", "H", "H", "H", "N", "H", "H", "H"], "xyz": [[-1.528, 3.408, 0.687], [-0.760, 2.110, 0.769], [-0.263, 1.792, -0.505], [-0.080, 0.397, -0.760], [0.627, 0.289, -2.089], [-0.904, 4.172, 0.230], [-2.402, 3.256, 0.065], [-1.738, 3.759, 1.691], [-1.429, 1.321, 1.122], [0.068, 2.135, 1.493], [-1.079, -0.032, -0.772], [0.465, -0.046, 0.071], [1.017, -0.711, -2.237], [1.460, 0.994, -2.062], [-0.036, 0.540, -2.915], [1.502, -6.090, 1.154], [2.316, -5.711, 0.679], [0.924, -5.254, 1.298], [1.840, -6.330, 2.081]], "atomic_forces_ev_per_a": [[0.8, 0.0, 0.0], [0.0, -0.4, 0.2], [0.2, 0.0, -0.4], [-0.5, 1.0, 0.2], [0.1, 0.1, 0.3], [0.1, 0.1, -0.2], [-0.3, 0.2, 0.2], [-0.5, 0.0, 0.1], [-0.2, -0.2, 0.0], [0.0, 0.2, -0.1], [-0.2, -0.5, -0.1], [0.3, -0.2, 0.0], [0.1, -0.2, -0.1], [0.0, -0.1, -0.2], [0.0, 0.1, 0.0], [-0.1, 0.8, 0.2], [0.1, -0.2, -0.1], [0.0, -0.5, 0.0], [-0.1, -0.1, 0.0]]}

{"formula": "C17H31NO6OsS2Si2Te", "method": "wB97M-V/def2-TZVPD", "multiplicity": 5, "e_tot_ev": -79076.0420, "relative_energy_ev": 0.000, "lumo_energy_ev": [-6.98, -7.53], "total_charge": 2, "s_squared": 6.01, "fmax_ev_per_a": 0.759, "elements": ["Os", "O", "S", "O", "O", "C", "C", "C", "C", "C", "C", "S", "O", "O", "O", "H", "H", "H", "H", "C", "Si", "C", "C", "C", "Te", "C", "Si", "C", "C", "C", "H", "H", "H", "H", "H", "H", "H", "H", "H", "H", "H", "H", "H", "H", "H", "H", "H", "H", "H", "H", "H", "H", "C", "C", "C", "N", "H", "H", "H", "H", "H"], "xyz": [[-0.282, -0.756, -1.762], [0.368, 1.320, -3.646], [-0.672, 2.094, -2.567], [0.185, 2.290, -1.382], [-1.527, 0.831, -2.308], [1.700, 1.708, -3.640], [2.149, 2.762, -4.414], [3.501, 3.073, -4.427], [4.402, 2.320, -3.688], [3.961, 1.245, -2.928], [2.610, 0.967, -2.901], [2.639, -0.531, -0.676], [1.596, -1.553, -0.406], [2.224, 0.700, 0.196], [2.093, -0.141, -2.178], [1.437, 3.319, -5.007], [3.853, 3.898, -5.031], [5.457, 2.553, -3.713], [4.668, 0.634, -2.381], [-2.333, 3.417, 0.535], [-1.342, 3.245, 2.101], [-1.123, 4.827, 3.031], [-2.043, 1.868, 3.158], [0.421, 2.638, 1.584], [0.289, 0.703, 0.831], [0.703, -0.401, 2.564], [-0.193, -2.093, 2.831], [0.827, -3.471, 2.112], [-1.869, -2.008, 2.000], [-0.353, -2.227, 4.676], [-3.328, 3.797, 0.778], [-2.479, 2.465, 0.016], [-1.874, 4.120, -0.162], [-2.100, 5.215, 3.327], [-0.636, 5.590, 2.421], [-0.533, 4.688, 3.938], [-3.094, 2.065, 3.380], [-1.520, 1.778, 4.113], [-2.027, 0.880, 2.680], [1.124, 2.568, 2.415], [0.841, 3.226, 0.767], [0.432, 0.281, 3.376], [1.791, -0.505, 2.578], [0.745, -3.537, 1.026], [0.468, -4.415, 2.531], [1.885, -3.388, 2.366], [-1.827, -1.704, 0.948], [-2.560, -1.342, 2.519], [-2.319, -3.003, 2.015], [0.621, -2.178, 5.167], [-0.805, -3.183, 4.948], [-0.981, -1.436, 5.089], [-1.821, -5.988, -2.867], [-1.797, -4.728, -3.743], [-1.252, -3.581, -3.035], [-0.820, -2.692, -2.451], [-2.275, -6.794, -3.437], [-2.411, -5.830, -1.967], [-0.814, -6.289, -2.587], [-2.798, -4.445, -4.079], [-1.182, -4.866, -4.635]], "atomic_forces_ev_per_a": [[-0.6, 0.0, -0.4], [0.0, 0.0, 0.1], [0.0, 0.2, 0.1], [0.0, 0.1, -0.2], [0.5, -0.3, 0.2], [0.0, 0.0, 0.0], [0.0, 0.0, 0.0], [0.0, 0.0, 0.0], [0.0, 0.0, 0.0], [0.0, 0.0, 0.0], [0.1, 0.0, 0.0], [0.1, -0.2, -0.1], [0.0, 0.1, -0.1], [-0.3, 0.0, 0.0], [-0.1, 0.2, 0.1], [0.0, 0.0, 0.0], [0.0, 0.0, 0.0], [0.0, 0.0, 0.0], [0.0, 0.0, 0.0], [0.0, 0.0, 0.0], [0.0, 0.0, 0.0], [0.0, 0.0, 0.0], [0.0, 0.0, 0.1], [0.0, -0.1, 0.0], [0.2, 0.2, 0.2], [0.0, 0.1, 0.1], [0.0, 0.0, 0.0], [0.0, 0.0, 0.0], [0.0, 0.0, 0.0], [0.0, 0.0, 0.0], [0.0, 0.0, 0.0], [0.0, 0.0, 0.0], [0.0, 0.0, 0.0], [0.0, 0.0, 0.0], [0.0, 0.0, 0.0], [0.0, 0.0, 0.0], [0.0, 0.0, 0.0], [0.0, 0.0, 0.0], [0.0, 0.0, -0.1], [0.0, 0.0, 0.0], [0.0, 0.0, 0.0], [0.0, 0.0, 0.0], [0.0, 0.0, 0.0], [0.0, 0.0, 0.0], [0.0, 0.0, 0.0], [0.0, 0.0, 0.0], [0.0, 0.0, 0.0], [0.0, 0.0, 0.0], [0.0, 0.0, 0.0], [0.0, 0.0, 0.0], [0.0, 0.0, 0.0], [0.0, 0.0, 0.0], [0.0, 0.0, 0.0], [0.0, 0.0, 0.0], [0.0, 0.0, 0.1], [0.1, -0.1, 0.0], [0.0, 0.0, 0.0], [0.0, 0.0, 0.0], [0.0, 0.0, 0.0], [0.0, 0.0, 0.0], [0.0, 0.0, 0.0]]}